# 1
DFT (ωB97M-V/def2-TZVPD) results for a molecular structure, C37H36BF5N12V in a non-equilibrium geometry.

Last column: Löwdin charge in e.
CARTESIAN COORDINATES (ANGSTROEM)
V (-1.1487, 0.0737, 0.1275)  0.903
C (-3.8621, 4.4930, 4.7181)  -0.042
C (-3.0330, 3.7095, 3.7457)  -0.264
C (-1.9689, 2.8933, 4.1590)  -0.061
C (-1.1050, 2.2846, 3.3407)  -0.053
C (-1.2838, 2.3446, 1.9113)  -0.193
N (-0.4741, 1.6889, 0.9980)  -0.047
C (0.8483, 2.1525, 0.9891)  -0.207
C (1.4546, 2.6585, 2.1077)  -0.025
C (2.7909, 2.9960, 2.1767)  -0.014
C (3.6035, 2.9491, 1.0152)  -0.269
C (5.0707, 3.3214, 1.0032)  -0.065
C (3.0027, 2.4848, -0.1383)  0.009
C (1.6626, 2.1774, -0.1418)  -0.125
N (1.0044, 2.0044, -1.3953)  -0.060
C (1.3179, 2.6240, -2.5571)  -0.048
C (0.5638, 2.0206, -3.5427)  -0.032
C (-0.2265, 1.1025, -2.8325)  -0.141
N (0.0749, 1.0703, -1.5661)  0.036
C (-2.4635, 3.0041, 1.4719)  -0.093
C (-3.2924, 3.6383, 2.3964)  0.007
N (-2.8586, 2.7631, 0.1049)  -0.045
C (-3.6580, 3.5494, -0.6487)  -0.069
C (-4.1145, 2.8199, -1.7329)  -0.036
C (-3.6850, 1.5049, -1.4232)  -0.119
N (-2.8228, 1.4948, -0.4238)  0.031
H (-3.3423, 5.4078, 4.8763)  0.068
H (-4.8776, 4.6870, 4.3852)  0.078
H (-3.9050, 3.9678, 5.6630)  0.075
H (-1.8241, 2.6800, 5.2389)  0.132
H (-0.3723, 1.6853, 3.8455)  0.107
H (0.9169, 2.5693, 3.0518)  0.091
H (3.2434, 3.2902, 3.1094)  0.105
H (5.2998, 3.9407, 1.9091)  0.078
H (5.7868, 2.4802, 1.0065)  0.081
H (5.2374, 3.9824, 0.1229)  0.079
H (3.4691, 2.5668, -1.1477)  0.132
H (2.0541, 3.4203, -2.6116)  0.124
H (0.5699, 2.1287, -4.5941)  0.087
H (-0.8887, 0.4186, -3.3410)  0.094
H (-4.1673, 4.1086, 1.9899)  0.106
H (-3.8325, 4.6013, -0.3721)  0.133
H (-4.7895, 3.0918, -2.5642)  0.107
H (-3.7406, 0.6672, -2.0742)  0.099
F (1.9657, -2.6221, 1.3700)  0.127
B (1.7891, -1.2896, 1.0099)  -1.249
F (2.7833, -1.0575, 0.0478)  0.114
F (1.7633, -0.4083, 2.0781)  0.155
F (0.5178, -1.2016, 0.3287)  0.029
N (-1.8635, -1.1911, -1.4311)  0.129
C (-2.2060, -1.8353, -2.3414)  -0.160
C (-2.7399, -2.4857, -3.4449)  -0.273
C (-3.8812, -3.3424, -3.2969)  -0.254
N (-4.7929, -4.0424, -3.4171)  0.106
C (-2.3649, -1.9989, -4.7584)  -0.251
N (-2.0107, -1.3652, -5.6307)  0.117
C (1.5187, -3.2580, -2.8300)  -0.166
N (2.6216, -2.7912, -3.6974)  -0.070
C (2.9337, -3.8474, -4.6557)  -0.211
N (3.2729, -5.0644, -3.9902)  -0.096
C (2.1905, -5.5028, -3.1072)  -0.201
N (1.8651, -4.4841, -2.1444)  -0.087
C (3.0534, -4.2203, -1.3230)  -0.113
N (4.2434, -3.7695, -2.1888)  -0.100
C (3.8453, -2.5534, -2.8436)  -0.155
C (4.4580, -4.8085, -3.1108)  -0.215
H (0.6647, -3.4225, -3.4736)  0.116
H (1.2095, -2.5780, -2.0658)  0.113
H (3.7701, -3.6053, -5.2989)  0.118
H (2.0190, -3.9752, -5.2094)  0.116
H (2.4473, -6.4725, -2.6115)  0.130
H (1.3251, -5.7569, -3.7543)  0.126
H (3.4075, -5.0257, -0.6514)  0.133
H (2.8384, -3.4159, -0.6454)  0.087
H (4.6616, -2.3110, -3.5412)  0.119
H (3.6472, -1.7967, -2.0877)  0.113
H (4.8377, -5.6853, -2.6416)  0.109
H (5.2826, -4.4602, -3.7463)  0.117
F (-2.6540, -0.4966, 6.8750)  0.084
C (-2.6183, -0.3922, 5.5814)  -0.342
C (-3.6434, 0.0746, 4.8222)  -0.020
C (-3.6222, -0.0668, 3.4189)  -0.037
C (-2.4625, -0.4386, 2.8296)  -0.305
C (-2.3450, -0.8067, 1.3790)  -0.242
C (-1.3432, -0.6969, 3.6373)  -0.064
C (-1.3644, -0.7353, 4.9916)  0.007
H (-4.5867, 0.1145, 5.3018)  0.101
H (-4.4590, 0.1019, 2.8092)  0.102
H (-3.2923, -0.7055, 0.8696)  0.046
H (-1.9372, -1.8557, 1.3848)  0.098
H (-0.3993, -0.9293, 3.1436)  0.119
H (-0.5811, -1.0402, 5.7041)  0.127

## Properties
Charge = -1
Gap between HOMO and LUMO (alpha / beta) = 7.85 / 7.85 eV
<S²> = 2.017
2S+1 = 3

***

# 2
DFT (ωB97M-V/def2-TZVPD) results for a molecular structure, C37H36CdN3O11P2 in a non-equilibrium geometry.

Last column: Löwdin charge in e.
CARTESIAN COORDINATES (ANGSTROEM)
Cd (1.8775, -0.3735, -2.0020)  1.486
O (3.9815, 1.1682, -4.2573)  -0.070
C (3.0778, 2.0048, -4.9039)  -0.280
C (1.6159, 1.7997, -4.5259)  -0.163
N (1.3514, 1.6715, -3.0920)  -0.221
C (1.9124, 2.7530, -2.2809)  -0.096
C (2.2050, 2.2254, -0.8702)  -0.671
O (1.5432, 2.7153, 0.0694)  -0.074
O (3.0411, 1.3086, -0.7890)  -0.069
C (-0.0951, 1.5196, -2.8927)  -0.139
C (-0.6258, 0.1847, -3.4634)  -0.713
O (-1.6101, 0.2075, -4.1823)  0.017
O (0.0248, -0.8413, -3.0897)  -0.145
H (3.7078, 0.2361, -4.3445)  0.039
H (3.1334, 1.9034, -6.0006)  0.118
H (3.3983, 3.0265, -4.6705)  0.107
H (1.2309, 0.8877, -4.9920)  0.129
H (1.0378, 2.6432, -4.9435)  0.133
H (1.2458, 3.6251, -2.2545)  0.127
H (2.8721, 3.0377, -2.7106)  0.114
H (-0.6419, 2.3618, -3.3412)  0.130
H (-0.2902, 1.4812, -1.8196)  0.079
O (-2.0249, 0.2498, -0.2679)  -0.304
P (-2.1470, -0.3430, 1.0839)  0.724
C (-0.7590, -0.0338, 2.1953)  -0.291
P (0.3476, 1.1381, 1.2872)  0.749
O (0.8237, 0.1795, 0.2318)  -0.397
C (1.5568, 1.5302, 2.5682)  -0.257
C (1.6184, 2.7499, 3.2235)  -0.068
C (2.5688, 2.9622, 4.2070)  -0.083
C (3.4725, 1.9624, 4.5307)  -0.095
C (3.4284, 0.7501, 3.8591)  -0.081
C (2.4734, 0.5360, 2.8809)  -0.066
C (-0.8410, 2.5077, 1.1908)  -0.276
C (-1.5424, 2.7813, 2.3600)  -0.116
C (-2.5078, 3.7730, 2.3960)  -0.094
C (-2.8087, 4.4830, 1.2475)  -0.095
C (-2.1192, 4.2115, 0.0750)  -0.059
C (-1.1274, 3.2460, 0.0522)  -0.053
C (-2.2800, -2.1490, 1.0008)  -0.257
C (-2.2620, -2.6941, -0.2782)  -0.050
C (-2.2423, -4.0713, -0.4454)  -0.068
C (-2.2518, -4.9061, 0.6606)  -0.094
C (-2.2668, -4.3659, 1.9404)  -0.098
C (-2.2686, -2.9918, 2.1088)  -0.098
C (-3.6042, 0.3312, 1.9337)  -0.258
C (-4.2637, 1.3660, 1.2857)  -0.078
C (-5.3527, 1.9788, 1.8845)  -0.082
C (-5.7921, 1.5575, 3.1269)  -0.091
C (-5.1416, 0.5179, 3.7773)  -0.088
C (-4.0509, -0.0921, 3.1800)  -0.082
H (-0.1585, -0.9395, 2.2669)  0.054
H (-1.1055, 0.2298, 3.1966)  0.067
H (0.9401, 3.5460, 2.9477)  0.107
H (2.6141, 3.9181, 4.7099)  0.099
H (4.2196, 2.1338, 5.2927)  0.096
H (4.1472, -0.0235, 4.0855)  0.099
H (2.4631, -0.3911, 2.3266)  0.097
H (-1.3393, 2.2222, 3.2656)  0.104
H (-3.0387, 3.9676, 3.3182)  0.106
H (-3.5794, 5.2423, 1.2636)  0.100
H (-2.3430, 4.7589, -0.8283)  0.105
H (-0.5760, 3.0758, -0.8510)  0.074
H (-2.2205, -2.0263, -1.1267)  0.108
H (-2.2076, -4.4887, -1.4411)  0.109
H (-2.2363, -5.9798, 0.5281)  0.100
H (-2.2598, -5.0161, 2.8042)  0.098
H (-2.2358, -2.5825, 3.1094)  0.093
H (-3.8976, 1.6855, 0.3209)  0.109
H (-5.8519, 2.7941, 1.3799)  0.105
H (-6.6424, 2.0374, 3.5933)  0.098
H (-5.4816, 0.1856, 4.7469)  0.098
H (-3.5453, -0.8916, 3.7004)  0.090
C (1.7027, -3.0839, 0.9028)  0.008
C (2.0829, -3.4042, -0.4855)  -0.335
N (2.3788, -2.5289, -1.4319)  0.099
C (2.6945, -3.2542, -2.5427)  -0.136
C (2.5800, -4.5745, -2.2812)  -0.079
N (2.2000, -4.6618, -0.9649)  0.193
C (2.7818, -5.7776, -3.1039)  -0.497
O (3.0826, -5.5311, -4.3614)  0.122
O (2.6465, -6.8840, -2.6234)  0.067
C (3.0987, -2.6238, -3.8203)  -0.522
O (3.4694, -3.4135, -4.7094)  0.108
O (3.0560, -1.3730, -3.8434)  -0.059
H (1.3148, -2.0699, 0.9094)  0.042
H (2.5722, -3.1385, 1.5612)  0.089
H (0.9458, -3.7745, 1.2657)  0.078
H (2.0197, -5.5397, -0.4976)  0.172
H (3.0793, -4.5362, -4.5221)  -0.094

## Properties
Charge = -1
Gap between HOMO and LUMO = 8.19 eV
2S+1 = 1

***

# 3
DFT (ωB97M-V/def2-TZVPD) results for a molecular structure, C37H36ClF4N3O2P2Pd.

Last column: Löwdin charge in e.
CARTESIAN COORDINATES (ANGSTROEM)
Pd (-1.2615, 1.0174, 0.2961)  0.932
C (-0.9872, 2.1720, 3.1944)  -0.051
N (-1.9429, 2.1716, 2.0775)  -0.319
C (-3.2542, 1.6892, 2.5482)  -0.051
C (-2.0867, 3.5169, 1.4838)  -0.167
C (-0.8409, 3.9719, 0.7418)  -0.168
N (-0.5063, 2.9875, -0.2838)  0.041
C (0.2393, 3.2966, -1.3424)  -0.144
C (0.3100, 2.3524, -2.4071)  -0.137
F (-0.3525, 1.1981, -2.2741)  0.076
C (1.0013, 2.6014, -3.5613)  -0.200
F (1.0094, 1.6851, -4.5259)  0.126
C (1.7012, 3.7890, -3.7257)  0.139
C (1.6985, 4.7138, -2.6935)  -0.200
F (2.4004, 5.8310, -2.8096)  0.145
C (0.9931, 4.4931, -1.5321)  -0.123
F (1.0722, 5.3907, -0.5587)  0.136
H (-1.3092, 2.8803, 3.9645)  0.114
H (0.0070, 2.4494, 2.8504)  0.067
H (-0.9397, 1.1775, 3.6275)  0.079
H (-3.6331, 2.3510, 3.3326)  0.113
H (-3.1472, 0.6835, 2.9486)  0.095
H (-3.9579, 1.6793, 1.7185)  0.093
H (-2.3333, 4.2422, 2.2669)  0.144
H (-2.9268, 3.4776, 0.7884)  0.134
H (0.0130, 4.0887, 1.4166)  0.125
H (-1.0361, 4.9536, 0.3117)  0.138
H (2.2515, 3.9851, -4.6362)  0.159
C (2.0265, -2.4411, 0.1975)  -0.076
N (0.9229, -1.4725, -0.0379)  -0.448
P (0.8810, 0.0112, 0.8451)  0.982
C (1.2159, -0.5056, 2.5361)  -0.363
C (2.4685, -0.3972, 3.1379)  -0.076
C (2.6591, -0.8875, 4.4225)  -0.045
C (1.6102, -1.4909, 5.1007)  -0.041
C (0.3613, -1.6071, 4.5010)  -0.050
C (0.1599, -1.1131, 3.2233)  -0.121
C (2.2861, 0.9885, 0.2855)  -0.362
C (2.6171, 2.1397, 1.0073)  -0.109
C (3.5925, 3.0021, 0.5360)  -0.053
C (4.2430, 2.7252, -0.6619)  -0.050
C (3.9148, 1.5879, -1.3842)  -0.053
C (2.9331, 0.7232, -0.9165)  -0.080
P (-0.4197, -1.9415, -0.9050)  1.116
C (-0.9244, -3.5797, -0.5069)  -0.332
C (-1.1547, -4.5234, -1.5190)  -0.052
C (-1.5904, -5.7905, -1.1763)  -0.042
C (-1.8034, -6.1161, 0.1577)  -0.025
C (-1.5853, -5.1782, 1.1629)  -0.048
C (-1.1574, -3.9076, 0.8373)  -0.093
C (-0.2746, -1.7165, -2.6584)  -0.372
C (0.9584, -1.7345, -3.3152)  -0.075
C (0.9940, -1.5975, -4.6912)  -0.051
C (-0.1869, -1.4205, -5.4044)  -0.036
C (-1.4109, -1.3803, -4.7495)  -0.039
C (-1.4606, -1.5237, -3.3730)  -0.084
H (2.7382, -2.0065, 0.8955)  0.083
H (2.5441, -2.6629, -0.7349)  0.082
H (1.6439, -3.3654, 0.6267)  0.088
H (3.2971, 0.0598, 2.6123)  0.109
H (3.6310, -0.8026, 4.8895)  0.119
H (1.7654, -1.8728, 6.1009)  0.120
H (-0.4553, -2.0770, 5.0333)  0.118
H (-0.8176, -1.1913, 2.7575)  0.079
H (2.1244, 2.3558, 1.9494)  0.101
H (3.8543, 3.8845, 1.1049)  0.121
H (5.0130, 3.3937, -1.0243)  0.121
H (4.4278, 1.3675, -2.3115)  0.119
H (2.6705, -0.1553, -1.4915)  0.085
H (-0.9736, -4.2740, -2.5555)  0.110
H (-1.7579, -6.5282, -1.9489)  0.121
H (-2.1457, -7.1090, 0.4172)  0.123
H (-1.7658, -5.4386, 2.1967)  0.121
H (-1.0180, -3.1630, 1.6099)  0.089
H (1.8781, -1.8859, -2.7654)  0.092
H (1.9419, -1.6331, -5.2108)  0.121
H (-0.1499, -1.3108, -6.4800)  0.123
H (-2.3241, -1.2312, -5.3092)  0.121
H (-2.4110, -1.4672, -2.8543)  0.113
Cl (-4.4714, -2.6136, 1.7769)  0.624
C (-4.4826, -1.5834, 0.3358)  -0.476
C (-3.3106, -0.6352, 0.2699)  -0.757
O (-3.3804, 0.3566, -0.4870)  -0.049
O (-2.2618, -0.8646, 0.9591)  -0.221
H (-5.4077, -1.0148, 0.3111)  0.092
H (-4.4534, -2.2299, -0.5416)  0.090

## Properties
Charge = +2
Gap between HOMO and LUMO (alpha / beta) = 8.52 / 6.46 eV
<S²> = 6.062
2S+1 = 5

***

Number 1: electronic energy -3557.05262 a.u.. Number 2: electronic energy -3274.22609 a.u.. Number 3: electronic energy -3415.97319 a.u..